{
  "formula": "C54H110F6N5O28P6S2Ti",
  "method": "ωB97M-V/def2-TZVPD",
  "s2": 6.013,
  "charge": 1,
  "energy_ev": -239387.9761,
  "e_lumo_ev": [-2.91, -7.13],
  "largest_force_ev_per_a": 7.4,
  "spin_multiplicity": 5,
  "orbital_gap_ev": [5.216, 3.011],
  "symbols": ["Ti", "C", "F", "F", "F", "S", "O", "O", "N", "S", "O", "O", "C", "F", "F", "F", "C", "C", "O", "P", "O", "O", "C", "C", "O", "C", "C", "H", "H", "H", "H", "H", "H", "H", "H", "H", "H", "H", "H", "H", "H", "H", "C", "C", "O", "P", "O", "O", "C", "C", "O", "C", "C", "H", "H", "H", "H", "H", "H", "H", "H", "H", "H", "H", "H", "H", "H", "H", "C", "C", "O", "P", "O", "O", "C", "C", "O", "C", "C", "H", "H", "H", "H", "H", "H", "H", "H", "H", "H", "H", "H", "H", "H", "H", "C", "C", "O", "P", "O", "O", "C", "C", "O", "C", "C", "H", "H", "H", "H", "H", "H", "H", "H", "H", "H", "H", "H", "H", "H", "H", "C", "C", "O", "P", "O", "O", "C", "C", "O", "C", "C", "H", "H", "H", "H", "H", "H", "H", "H", "H", "H", "H", "H", "H", "H", "H", "C", "C", "O", "P", "O", "O", "C", "C", "O", "C", "C", "H", "H", "H", "H", "H", "H", "H", "H", "H", "H", "H", "H", "H", "H", "H", "N", "C", "C", "C", "C", "H", "H", "H", "H", "H", "N", "C", "C", "C", "C", "H", "H", "H", "H", "H", "N", "C", "C", "C", "C", "H", "H", "H", "H", "H", "N", "C", "C", "C", "C", "H", "H", "H", "H", "H"],
  "positions_angstrom": [[3.0005, 0.7044, -3.0791], [-0.3659, 2.1974, -1.1529], [-0.3339, 2.5023, -2.4640], [-0.7134, 3.3433, -0.5972], [-1.2530, 1.2936, -0.8346], [1.4368, 1.8776, -0.6059], [2.2822, 2.8100, -1.3196], [1.4489, 1.9808, 0.8480], [1.7396, 0.2977, -1.2753], [1.6086, -0.6268, -0.0422], [2.8096, -0.6164, 0.8431], [0.3089, -0.6513, 0.6649], [1.6488, -2.4010, -0.8828], [2.7935, -2.5389, -1.6424], [1.7086, -3.3987, 0.0121], [0.6271, -2.5547, -1.7280], [-6.1348, -2.7133, -1.5881], [-5.8854, -4.0980, -2.1179], [-5.6872, -4.0617, -3.5538], [-4.1962, -3.5945, -4.0698], [-3.1322, -4.5161, -3.6346], [-4.0231, -2.0163, -3.7734], [-2.7011, -1.5129, -3.7933], [-2.6878, -0.0013, -3.7922], [-4.4923, -3.7248, -5.6304], [-5.5373, -2.9488, -6.1836], [-6.3721, -3.8532, -7.1191], [-5.2113, -2.1348, -1.6092], [-6.8036, -2.1141, -2.2061], [-6.6187, -2.7650, -0.6128], [-4.9724, -4.5527, -1.7334], [-6.7338, -4.7529, -1.9195], [-2.1665, -1.8847, -2.9192], [-2.1076, -1.8466, -4.6445], [-2.9735, 0.3815, -4.7720], [-3.3657, 0.2685, -2.9825], [-1.6777, 0.3637, -3.6063], [-6.1754, -2.4320, -5.4668], [-5.1883, -2.0951, -6.7646], [-5.7377, -4.3043, -7.8820], [-6.9135, -4.6905, -6.6787], [-7.0392, -3.1976, -7.6788], [0.7321, -0.8591, 3.9216], [-0.4256, -1.8829, 3.7962], [-1.1134, -1.9539, 5.0733], [-2.5094, -2.8406, 5.0636], [-2.5678, -4.0626, 4.1834], [-2.8230, -3.0466, 6.6602], [-3.3724, -4.2849, 7.0193], [-3.7634, -4.1989, 8.4459], [-3.6043, -1.6348, 4.7440], [-3.6315, -0.4903, 5.4912], [-2.9595, 0.6601, 4.7872], [1.6437, -1.1316, 4.4534], [1.1774, -0.5219, 2.9856], [0.3220, -0.0266, 4.4935], [-1.1521, -1.4614, 3.1015], [-0.0501, -2.8168, 3.3780], [-4.1723, -4.6282, 6.3633], [-2.6202, -5.0485, 6.8214], [-4.3980, -3.3226, 8.5782], [-4.4302, -4.9922, 8.7838], [-2.9314, -4.0027, 9.1222], [-4.6160, -0.2316, 5.8810], [-3.0397, -0.6820, 6.3863], [-1.8775, 0.5327, 4.7516], [-3.1942, 0.9136, 3.7535], [-3.2319, 1.5002, 5.4260], [9.0659, -3.8281, 1.1566], [8.6318, -4.9102, 0.1584], [7.2238, -4.8728, -0.0093], [6.2132, -5.7703, 0.8657], [6.6820, -7.1681, 1.2385], [5.8575, -4.7691, 2.0460], [5.4476, -3.4196, 1.7642], [4.8835, -2.8023, 3.0920], [4.8241, -5.6537, -0.0134], [4.7141, -6.1430, -1.2763], [3.1979, -6.1002, -1.6803], [8.4873, -3.9135, 2.0764], [10.1013, -3.7652, 1.4914], [8.8177, -2.8850, 0.6697], [9.0216, -4.7392, -0.8450], [8.7424, -5.9351, 0.5127], [6.2846, -2.7972, 1.4476], [4.6438, -3.4236, 1.0279], [5.4753, -3.0274, 3.9793], [4.6052, -1.7717, 2.8718], [3.9432, -3.2857, 3.3569], [5.3395, -5.6234, -2.0023], [4.9890, -7.1964, -1.3285], [2.8925, -5.0949, -1.9704], [3.1426, -6.6762, -2.6041], [2.4716, -6.6033, -1.0419], [-2.2567, -2.6660, 0.3986], [-2.8927, -1.4066, 1.0373], [-3.7593, -0.7477, 0.0543], [-5.0760, -0.0502, 0.7807], [-5.8981, -0.9898, 1.5986], [-4.4781, 1.1391, 1.6640], [-3.6500, 2.1258, 1.0466], [-3.9621, 3.5157, 1.6129], [-5.9374, 0.5914, -0.4604], [-7.0008, 1.4104, -0.1976], [-7.8313, 1.4450, -1.4742], [-1.5519, -2.4089, -0.3921], [-1.7919, -3.2761, 1.1732], [-3.0171, -3.3295, -0.0134], [-3.3161, -1.6624, 2.0086], [-2.2173, -0.5688, 1.2102], [-2.6142, 1.8533, 1.2487], [-3.7347, 2.1229, -0.0401], [-3.4075, 4.2914, 1.0849], [-5.0342, 3.7073, 1.5672], [-3.6394, 3.6593, 2.6441], [-7.6724, 0.9950, 0.5537], [-6.6578, 2.3687, 0.1924], [-8.0440, 0.4501, -1.8655], [-8.8261, 1.8812, -1.3830], [-7.3517, 2.0006, -2.2801], [-3.6098, 2.7357, 8.0563], [-2.1706, 2.6287, 8.3405], [-1.3855, 2.4340, 7.2018], [-0.8134, 3.6821, 6.3522], [-0.1110, 4.6653, 7.1694], [-2.1615, 4.1622, 5.5623], [-2.4918, 5.4974, 5.3482], [-2.5699, 6.3135, 6.6459], [0.1148, 3.0262, 5.1833], [0.4339, 3.7280, 3.9784], [-0.5559, 3.4639, 2.9299], [-3.7844, 3.4914, 7.2905], [-4.0207, 1.8181, 7.6351], [-4.2537, 2.9884, 8.8987], [-1.8031, 3.5250, 8.8401], [-2.0364, 1.8564, 9.0979], [-1.7846, 5.8382, 4.5919], [-3.4788, 5.4347, 4.8901], [-3.2896, 7.1300, 6.5877], [-2.8825, 5.5448, 7.3526], [-1.5875, 6.6961, 6.9225], [0.5582, 4.7891, 4.1941], [1.4535, 3.4477, 3.7140], [-0.1106, 3.9176, 2.0445], [-0.5641, 2.4144, 2.6355], [-1.4851, 4.0333, 2.9536], [5.9002, -0.4241, -0.4716], [6.2385, -1.7552, -1.1068], [6.9140, -1.4664, -2.3292], [6.0875, -1.3394, -3.6980], [4.7942, -0.6340, -3.6655], [7.1864, -0.6493, -4.7388], [8.4819, -1.2286, -4.9058], [9.4381, -0.2472, -4.2207], [5.9384, -2.8835, -4.1320], [5.4193, -3.1114, -5.4520], [4.4305, -4.3101, -5.3822], [5.1925, 0.1484, -1.0712], [5.3799, -0.6193, 0.4661], [6.7517, 0.2372, -0.3114], [6.9004, -2.3519, -0.4792], [5.3582, -2.3731, -1.2835], [8.5269, -2.2591, -4.5533], [8.8037, -1.1582, -5.9448], [10.4461, -0.5524, -4.5014], [9.2306, 0.8000, -4.4405], [9.3394, -0.3673, -3.1419], [4.9630, -2.1785, -5.7830], [6.2389, -3.2355, -6.1598], [3.5507, -4.0550, -4.7914], [4.1825, -4.7850, -6.3315], [4.9359, -5.0656, -4.7807], [0.5904, 5.0627, -3.4616], [-0.2412, 4.9969, -4.6021], [-0.9367, 6.1643, -4.6406], [-0.6205, 6.9328, -3.5440], [0.2132, 6.1701, -2.7188], [1.1825, 4.2863, -3.2034], [-0.2816, 4.1983, -5.3281], [-1.6063, 6.5181, -5.4105], [-0.9881, 7.9238, -3.3220], [0.6149, 6.2874, -1.7232], [1.7938, 1.0100, -5.7927], [0.7530, 0.6690, -4.9795], [0.8693, -0.6802, -4.7067], [2.0322, -1.1979, -5.3409], [2.5485, -0.0937, -6.0558], [1.9812, 1.9315, -6.1611], [0.0536, 1.4123, -4.6263], [0.1493, -1.2606, -4.1489], [2.3542, -2.2287, -5.3301], [3.4586, -0.0438, -6.6352], [3.0145, 6.8905, -0.2545], [2.6056, 7.1927, 0.9848], [2.5460, 6.0403, 1.6937], [2.8725, 4.9681, 0.8695], [3.1512, 5.5406, -0.4056], [3.0230, 7.5748, -0.9973], [2.4315, 8.2074, 1.3111], [2.3676, 6.0120, 2.7585], [2.8451, 3.9227, 1.1391], [3.4259, 5.1668, -1.3810], [-2.8741, 4.7257, -2.9383], [-3.8535, 5.2272, -2.1110], [-4.8993, 4.3492, -1.9257], [-4.4066, 3.1286, -2.5044], [-3.1700, 3.3865, -3.0972], [-2.0530, 5.1663, -3.3280], [-3.7015, 6.2557, -1.8184], [-5.8862, 4.6194, -1.5802], [-4.9204, 2.1840, -2.6050], [-2.3631, 2.8025, -3.5146]],
  "lowdin_charge": [0.6780, -0.6540, 0.0756, 0.1415, 0.1864, 0.6830, -0.3276, -0.2712, -0.3845, 0.6065, -0.3061, -0.3093, -0.5711, 0.0642, 0.1484, 0.1248, -0.0817, -0.2403, -0.1903, 0.4586, -0.2151, -0.1746, -0.2880, -0.0637, -0.1644, -0.2902, -0.0592, 0.0466, 0.0789, 0.0861, 0.1080, 0.1232, 0.1132, 0.1177, 0.0906, 0.0725, 0.0428, 0.1065, 0.1112, 0.0742, 0.0797, 0.0726, -0.0442, -0.2391, -0.1950, 0.5921, -0.2410, -0.1887, -0.3271, -0.0741, -0.1849, -0.3175, -0.0429, 0.0745, 0.0431, 0.0611, 0.0828, 0.1190, 0.1216, 0.1183, 0.0780, 0.0840, 0.0846, 0.1259, 0.1089, 0.0639, 0.0636, 0.0588, -0.0497, -0.2410, -0.2269, 0.5161, -0.2466, -0.1772, -0.2427, -0.0404, -0.1844, -0.3055, -0.0456, 0.0753, 0.0810, 0.0635, 0.1208, 0.1071, 0.0868, 0.1053, 0.0793, 0.0644, 0.0713, 0.1095, 0.1182, 0.0431, 0.0668, 0.0839, -0.0255, -0.2390, -0.2174, 0.5062, -0.2260, -0.1763, -0.2684, -0.0469, -0.2042, -0.3169, -0.0555, 0.0478, 0.0781, 0.0788, 0.1014, 0.0847, 0.0985, 0.0841, 0.0691, 0.0750, 0.0629, 0.1265, 0.1058, 0.0819, 0.0820, 0.0553, -0.0786, -0.3014, -0.1665, 0.4898, -0.2092, -0.2266, -0.2941, -0.0529, -0.1755, -0.2743, -0.0792, 0.0613, 0.0710, 0.0917, 0.1158, 0.1279, 0.1086, 0.1148, 0.0792, 0.0667, 0.0732, 0.1129, 0.1273, 0.0640, 0.0850, 0.0613, -0.0472, -0.2455, -0.1649, 0.5210, -0.2992, -0.1882, -0.2660, -0.0689, -0.1801, -0.2445, -0.0373, 0.0462, 0.0640, 0.0928, 0.0869, 0.1123, 0.1212, 0.1178, 0.0810, 0.0857, 0.0684, 0.0876, 0.1215, 0.0604, 0.0842, 0.0724, 0.0553, -0.1328, -0.1758, -0.1119, -0.0810, 0.1146, 0.1112, 0.1189, 0.1079, 0.1071, -0.0047, -0.1790, -0.1107, -0.0646, -0.1241, 0.1549, 0.0868, 0.0905, 0.0922, 0.1218, -0.0110, -0.1579, -0.1282, -0.0836, -0.1294, 0.1510, 0.1155, 0.0952, 0.0736, 0.0973, 0.1236, 0.0168, 0.0279, 0.0232, 0.0316, 0.0737, 0.1514, 0.1309, 0.1094, 0.1190]
}